1.
This record from the OMol25 dataset describes 10 unconnected molecules or ions with the total composition C44H52F9N2O30 in a non-equilibrium geometry. The level of theory is the ωB97M-V functional and the def2-TZVPD basis.

As for the total charge: +1. The calculation puts the HOMO energy at -11.17 eV. The spin multiplicity is 1. The orbital gap comes out at 0.3299 Ha.

Geometry as XYZ:
```
137
C44H52F9N2O30, DFT the ωB97M-V functional and the def2-TZVPD basis
C -6.90 -1.20 -1.08
C -5.42 -1.32 -1.15
O -4.80 -2.06 -1.87
O -4.72 -0.47 -0.31
C -3.79 -1.16 0.49
N -2.49 -1.16 -0.23
C -1.98 0.22 -0.51
C -0.67 0.14 -1.32
C -0.06 1.51 -1.52
C 1.27 1.50 -2.25
C 2.28 2.37 -1.87
C 3.50 2.39 -2.54
C 3.73 1.52 -3.59
C 2.72 0.67 -4.00
C 1.50 0.65 -3.33
O 0.28 -0.71 -0.69
C -0.26 -1.99 -0.50
C -1.39 -1.88 0.53
N -1.90 -3.13 0.99
C -1.35 -3.67 2.01
C -2.00 -4.90 2.59
C -0.08 -3.20 2.68
H -7.20 -0.54 -0.27
H -7.35 -2.18 -0.93
H -7.29 -0.77 -2.01
H -4.10 -2.20 0.61
H -3.71 -0.64 1.44
H -2.67 -1.66 -1.11
H -2.70 0.75 -1.13
H -1.81 0.75 0.42
H -0.93 -0.31 -2.29
H -0.78 2.16 -2.03
H 0.12 1.93 -0.53
H 2.12 3.06 -1.05
H 4.27 3.09 -2.24
H 4.67 1.50 -4.14
H 2.87 0.01 -4.85
H 0.74 -0.04 -3.69
H 0.48 -2.72 -0.20
H -0.69 -2.32 -1.45
H -1.11 -1.18 1.32
H -1.64 -5.75 2.00
H -3.08 -4.84 2.50
H -1.68 -5.03 3.62
H 0.34 -4.02 3.26
H 0.68 -2.88 1.98
H -0.28 -2.36 3.35
C -4.43 5.56 -2.15
C -3.43 5.08 -3.18
O -2.45 4.43 -2.37
C -3.08 4.00 -1.25
O -2.61 3.21 -0.48
O -4.28 4.56 -1.12
F -2.84 6.09 -3.85
H -4.15 6.53 -1.75
H -5.44 5.60 -2.52
H -3.82 4.36 -3.90
C 3.20 -1.03 0.12
C 4.32 -1.25 -0.86
O 5.37 -1.71 -0.03
C 4.79 -2.34 1.04
O 5.36 -3.05 1.79
O 3.47 -2.03 1.11
F 4.65 -0.09 -1.45
H 3.27 -0.03 0.56
H 2.22 -1.15 -0.35
H 4.12 -2.00 -1.64
C 7.98 0.32 -1.30
C 9.39 0.54 -1.79
O 9.32 1.88 -2.28
C 8.35 2.52 -1.58
O 8.20 3.70 -1.56
O 7.58 1.63 -0.91
F 9.71 -0.29 -2.81
H 7.33 -0.03 -2.10
H 7.92 -0.37 -0.46
H 10.16 0.49 -1.02
C -10.92 -3.64 1.63
C -11.19 -3.15 0.23
O -10.69 -1.82 0.26
C -9.71 -1.78 1.20
O -8.92 -0.90 1.30
O -9.75 -2.88 1.98
F -12.51 -3.13 -0.06
H -11.72 -3.38 2.32
H -10.72 -4.70 1.68
H -10.67 -3.71 -0.55
C 12.51 4.01 -1.47
C 12.75 4.41 -0.03
O 12.02 3.41 0.68
C 11.98 2.30 -0.10
O 11.65 1.23 0.28
O 12.36 2.59 -1.36
F 12.25 5.62 0.27
H 11.59 4.45 -1.85
H 13.33 4.26 -2.13
H 13.80 4.37 0.29
C 7.16 -6.08 2.36
C 8.51 -6.18 1.67
O 8.44 -7.46 1.06
C 7.12 -7.73 0.81
O 6.73 -8.59 0.09
O 6.33 -6.87 1.50
F 9.54 -6.16 2.54
H 7.20 -6.54 3.35
H 6.79 -5.07 2.43
H 8.68 -5.43 0.90
C -7.78 8.18 1.68
C -6.27 8.26 1.65
O -5.94 7.22 0.74
C -6.99 7.06 -0.11
O -6.93 6.45 -1.12
O -8.08 7.69 0.36
F -5.72 8.01 2.85
H -8.12 7.45 2.42
H -8.27 9.13 1.85
H -5.88 9.21 1.27
C -0.67 4.05 2.44
C 0.73 4.22 1.88
O 0.64 5.46 1.22
C -0.32 6.20 1.85
O -0.48 7.36 1.71
O -1.06 5.40 2.66
F 1.04 3.25 0.97
H -1.33 3.59 1.70
H -0.70 3.48 3.36
H 1.52 4.26 2.63
C -5.12 -6.68 1.17
C -5.85 -7.99 0.93
O -7.20 -7.60 1.05
C -7.30 -6.29 0.71
O -8.31 -5.73 0.47
O -6.07 -5.72 0.67
F -5.56 -8.91 1.88
H -4.96 -6.50 2.24
H -4.18 -6.61 0.64
H -5.68 -8.43 -0.05
```



2.
This record from the OMol25 dataset describes C24H28FN3O2 in the gas phase. The level of theory is the ωB97M-V functional and the def2-TZVPD basis.

The value obtained for the relative energy (zero: lowest compared OMol25 entry of this formula, charge and spin) is 1.526 eV. As for the total charge: 0. Its SMILES is OCC1(CCOc2ccccc2)CCN(Cc2cn[nH]c2-c2ccc(F)cc2)CC1. The calculation puts the HOMO energy at -8.29 eV. The spin multiplicity is 1. The orbital gap comes out at 0.3274 Ha.

Geometry as XYZ:
```
58
C24H28FN3O2, DFT the ωB97M-V functional and the def2-TZVPD basis
O -1.86 -3.56 0.61
C -1.24 -2.63 -0.26
C -0.52 -1.55 0.57
C -1.48 -0.98 1.63
C -2.86 -0.56 1.15
O -2.75 0.49 0.21
C -3.88 0.98 -0.36
C -3.69 1.99 -1.31
C -4.77 2.55 -1.96
C -6.06 2.12 -1.68
C -6.25 1.13 -0.74
C -5.18 0.55 -0.08
C 0.00 -0.43 -0.35
C 1.20 -0.85 -1.18
N 2.27 -1.29 -0.30
C 3.54 -1.42 -0.98
C 4.07 -0.08 -1.37
C 4.85 0.23 -2.50
N 5.12 1.52 -2.57
N 4.51 2.06 -1.52
C 3.88 1.14 -0.75
C 3.11 1.51 0.44
C 2.32 2.65 0.44
C 1.55 2.98 1.54
C 1.60 2.15 2.65
F 0.85 2.45 3.73
C 2.39 1.02 2.68
C 3.15 0.70 1.57
C 1.86 -2.48 0.41
C 0.68 -2.16 1.31
H -2.24 -4.26 0.08
H -0.51 -3.14 -0.90
H -1.98 -2.16 -0.91
H -1.00 -0.12 2.10
H -1.63 -1.74 2.39
H -3.44 -0.21 2.03
H -3.39 -1.41 0.71
H -2.68 2.31 -1.52
H -4.60 3.32 -2.70
H -6.90 2.56 -2.19
H -7.25 0.79 -0.51
H -5.36 -0.22 0.65
H 0.30 0.41 0.28
H -0.80 -0.08 -1.01
H 1.56 0.01 -1.75
H 0.92 -1.64 -1.90
H 4.25 -1.90 -0.30
H 3.48 -2.06 -1.89
H 5.22 -0.44 -3.25
H 4.60 3.05 -1.34
H 2.27 3.28 -0.44
H 0.92 3.85 1.55
H 2.41 0.40 3.57
H 3.77 -0.18 1.58
H 2.69 -2.83 1.03
H 1.61 -3.31 -0.29
H 0.35 -3.07 1.82
H 1.01 -1.44 2.06
```



3.
This record from the OMol25 dataset describes 2 unconnected molecules or ions with the total composition CHCl2FS in a non-equilibrium geometry. The level of theory is the ωB97M-V functional and the def2-TZVPD basis.

The value obtained for the relative energy (zero: lowest compared OMol25 entry of this formula, charge and spin) is 2.543 eV. As for the total charge: 0. The calculation puts the HOMO energy (spin up / spin down) at -10.35 / -10.36 eV. The spin multiplicity is 1. The orbital gap (spin up / spin down) comes out at 0.3128 / 0.3129 Ha.

Geometry as XYZ:
```
6
CHCl2FS, DFT the ωB97M-V functional and the def2-TZVPD basis
C -0.49 0.12 0.09
F 0.79 -1.31 1.20
S 0.24 -0.02 -1.50
Cl -0.10 1.63 0.87
Cl -1.96 -0.60 0.44
H 1.54 0.19 -1.10
```



4.
This record from the OMol25 dataset describes C2H6O4S in the gas phase in a non-equilibrium geometry. The level of theory is the ωB97M-V functional and the def2-TZVPD basis.

The value obtained for the relative energy (zero: lowest compared OMol25 entry of this formula, charge and spin) is 6.309 eV. As for the total charge: 0. Its SMILES is CS1(=O)(OO)CO1. The calculation puts the HOMO energy at -9.71 eV. The spin multiplicity is 1. The orbital gap comes out at 0.3758 Ha.

Geometry as XYZ:
```
13
C2H6O4S, DFT the ωB97M-V functional and the def2-TZVPD basis
C 0.30 -1.15 0.16
S -0.69 0.36 -0.12
O -1.29 0.55 -1.38
O -2.09 -0.61 0.52
O -3.27 0.05 0.18
C 0.57 1.65 0.01
O -0.60 1.59 1.02
H -0.11 -2.07 0.64
H 0.60 -1.45 -0.92
H 1.11 -0.89 0.81
H -3.29 0.11 -0.82
H 1.56 1.58 0.63
H 0.64 2.54 -0.54
```



5.
This record from the OMol25 dataset describes a molecular structure, C23H43O8PPtSSi. The level of theory is the ωB97M-V functional and the def2-TZVPD basis.

The value obtained for the relative energy (zero: lowest compared OMol25 entry of this formula, charge and spin) is 0.382 eV. As for the total charge: 0. The calculation puts the HOMO energy (spin up / spin down) at -7.50 / -7.79 eV. The spin multiplicity is 3. The orbital gap (spin up / spin down) comes out at 0.2785 / 0.2452 Ha.

Geometry as XYZ:
```
78
C23H43O8PPtSSi, DFT the ωB97M-V functional and the def2-TZVPD basis
Pt 1.31 0.17 0.18
C 5.58 -1.44 0.14
C 4.27 -0.96 0.72
O 3.38 -0.72 -0.10
C 4.13 -0.84 2.16
C 5.28 -0.96 2.98
C 5.22 -0.94 4.34
C 3.95 -0.85 4.95
C 2.82 -0.71 4.20
C 2.87 -0.64 2.78
O 1.75 -0.42 2.17
H 5.44 -1.59 -0.93
H 5.90 -2.37 0.60
H 6.36 -0.70 0.29
H 6.25 -1.07 2.50
H 6.12 -1.01 4.94
H 3.87 -0.88 6.03
H 1.84 -0.62 4.65
C -2.08 -2.67 -3.73
C -3.06 -2.76 -2.57
C -2.62 -3.82 -1.56
C -4.46 -3.06 -3.08
O -3.14 -1.47 -1.94
Si -2.35 -0.73 -0.73
S -0.25 -0.97 -1.09
O -2.91 0.80 -0.68
C -2.85 1.92 -1.56
C -2.56 1.49 -3.00
C -1.76 2.85 -1.06
C -4.21 2.60 -1.47
O -2.76 -1.46 0.66
C -2.42 -1.29 2.04
C -1.26 -2.22 2.36
C -2.04 0.16 2.35
C -3.65 -1.69 2.83
H -2.01 -3.64 -4.24
H -1.08 -2.40 -3.37
H -2.41 -1.92 -4.45
H -2.66 -4.81 -2.02
H -3.27 -3.79 -0.69
H -1.59 -3.63 -1.23
H -4.48 -4.02 -3.60
H -4.77 -2.28 -3.78
H -5.17 -3.09 -2.25
H -1.56 1.06 -3.07
H -2.63 2.35 -3.67
H -3.28 0.74 -3.31
H -0.81 2.33 -1.08
H -1.98 3.15 -0.03
H -1.70 3.74 -1.69
H -4.99 1.93 -1.84
H -4.22 3.52 -2.06
H -4.43 2.85 -0.43
H -0.36 -1.92 1.83
H -1.51 -3.24 2.07
H -1.04 -2.20 3.43
H -1.10 0.43 1.86
H -1.92 0.29 3.42
H -2.82 0.83 1.99
H -3.93 -2.72 2.60
H -4.49 -1.04 2.55
H -3.47 -1.60 3.90
C 0.98 3.79 0.93
O 2.05 3.51 0.01
P 2.21 2.09 -0.70
O 3.78 2.13 -0.97
C 4.69 2.28 0.14
O 1.66 2.25 -2.18
C 2.24 3.17 -3.12
H 1.38 4.45 1.70
H 0.62 2.87 1.40
H 0.17 4.28 0.42
H 5.69 2.10 -0.25
H 4.47 1.55 0.93
H 4.62 3.28 0.54
H 1.55 3.24 -3.94
H 3.20 2.79 -3.47
H 2.38 4.15 -2.66
```



6.
This record from the OMol25 dataset describes a molecular structure, C40H41CoN5 in a non-equilibrium geometry. The level of theory is the ωB97M-V functional and the def2-TZVPD basis.

The value obtained for the relative energy (zero: lowest compared OMol25 entry of this formula, charge and spin) is 0.000 eV. As for the total charge: 0. The calculation puts the HOMO energy (spin up / spin down) at -5.34 / -5.65 eV. The spin multiplicity is 4. The orbital gap (spin up / spin down) comes out at 0.2091 / 0.2180 Ha.

Geometry as XYZ:
```
87
C40H41CoN5, DFT the ωB97M-V functional and the def2-TZVPD basis
Co -0.80 0.50 0.20
C -1.85 1.42 -3.46
C -0.45 2.83 -1.86
C 0.86 3.02 -1.15
C 2.02 3.53 -1.97
C 0.98 2.73 0.16
C 2.30 2.93 0.87
C -0.19 2.31 0.95
C 0.01 2.27 2.46
C -1.48 2.77 0.41
C -2.65 3.01 1.34
C -1.61 3.05 -0.92
C -2.86 3.69 -1.46
H -1.87 2.24 -4.18
H -2.73 1.49 -2.82
H -1.89 0.48 -4.01
H 2.72 2.72 -2.24
H 2.60 4.29 -1.43
H 1.68 3.97 -2.90
H 2.41 2.24 1.71
H 2.36 3.94 1.28
H 3.15 2.78 0.21
H 0.61 1.41 2.77
H -0.94 2.20 3.00
H 0.52 3.16 2.85
H -2.69 2.28 2.15
H -3.60 2.96 0.82
H -2.58 4.00 1.80
H -3.74 3.05 -1.40
H -2.74 3.96 -2.51
H -3.10 4.61 -0.92
C 0.12 -5.20 -3.93
C 0.03 -4.24 -2.77
C -0.39 -4.67 -1.52
C -0.48 -3.78 -0.47
C -0.15 -2.44 -0.63
N -0.14 -1.56 0.52
C -0.53 -2.09 1.81
C 0.42 -2.84 2.50
C 0.17 -3.33 3.76
C -1.04 -3.05 4.39
C -1.30 -3.51 5.80
C -1.98 -2.31 3.71
C -1.76 -1.84 2.41
N -2.82 -1.19 1.75
C -4.15 -1.40 1.94
C -4.82 -0.60 1.06
C -3.82 0.07 0.34
N -2.62 -0.30 0.75
C 0.19 -1.96 -1.91
C 0.29 -2.89 -2.95
N 0.38 -0.62 -2.15
C 1.06 -0.09 -3.22
C 0.62 1.14 -3.51
C -0.56 1.45 -2.61
N -0.57 0.34 -1.66
H 0.48 -6.18 -3.60
H 0.80 -4.83 -4.70
H -0.86 -5.34 -4.39
H -0.63 -5.72 -1.35
H -0.78 -4.15 0.50
H 1.37 -3.01 2.00
H 0.92 -3.92 4.27
H -0.76 -4.43 6.01
H -2.36 -3.68 5.97
H -0.97 -2.76 6.51
H -2.91 -2.06 4.20
H -4.50 -2.11 2.66
H -5.89 -0.52 0.94
H -3.90 0.78 -0.46
H 0.53 -2.52 -3.94
H 1.85 -0.66 -3.69
H 1.01 1.79 -4.28
H -0.52 3.58 -2.66
C 0.97 -0.75 0.59
C 2.17 -0.60 0.69
C 3.44 0.02 0.47
C 4.37 0.23 1.49
C 5.58 0.85 1.20
C 5.87 1.26 -0.09
C 4.95 1.04 -1.11
C 3.74 0.42 -0.83
H 4.15 -0.09 2.50
H 6.29 1.02 2.00
H 6.81 1.75 -0.30
H 5.17 1.36 -2.12
H 3.00 0.27 -1.61
```



Molar mass for every record listed, in sequence, given in g mol⁻¹: 1259.9; 409.5; 135.0; 126.1; 733.8; 650.7.